Entry 1:
A cluster of 13 separate species, C36H67Cl16N5 in total, computed with ωB97M-V/def2-TZVPD.

Geometry as ORCA input:
```
! RIJCOSX wB97M-V def2-TZVPD def2/J DEFGRID3
* xyz -1 2
C 2.453 3.539 -0.597
C 2.683 3.416 -2.146
C 4.206 3.017 -2.532
C 5.180 3.813 -1.756
N 5.935 4.470 -1.188
H 2.858 2.683 -0.057
H 1.402 3.770 -0.422
H 3.005 4.367 -0.151
H 2.356 4.345 -2.612
H 1.958 2.663 -2.454
H 4.470 3.267 -3.559
H 4.414 1.973 -2.294
C 5.763 5.054 3.835
C 5.301 4.207 2.617
C 5.334 2.681 2.863
C 4.100 1.921 2.475
N 3.165 1.283 2.168
H 6.847 5.030 3.948
H 5.393 4.668 4.785
H 5.386 6.059 3.644
H 5.906 4.366 1.725
H 4.318 4.500 2.245
H 5.631 2.420 3.879
H 6.154 2.332 2.236
C -0.317 0.154 -2.241
C 0.843 -0.315 -1.336
C 0.791 0.225 0.108
C -0.483 0.054 0.811
N -1.482 -0.072 1.394
H -0.104 -0.139 -3.269
H -0.383 1.242 -2.217
H -1.247 -0.225 -1.818
H 1.782 -0.003 -1.794
H 0.772 -1.391 -1.175
H 0.953 1.302 0.078
H 1.597 -0.195 0.711
C -0.070 -4.521 0.028
C -1.267 -3.833 0.683
C -1.904 -4.654 1.817
C -2.210 -6.053 1.417
N -2.494 -7.152 1.157
H 0.504 -3.878 -0.639
H -0.538 -5.278 -0.601
H 0.602 -5.047 0.708
H -2.072 -3.693 -0.038
H -0.974 -2.861 1.079
H -2.808 -4.151 2.162
H -1.251 -4.599 2.688
C -4.736 -1.739 0.444
C -5.333 -2.702 1.469
C -6.843 -2.816 1.274
C -7.646 -3.341 2.382
N -8.337 -3.688 3.240
H -3.670 -1.548 0.573
H -5.228 -0.770 0.528
H -4.927 -2.174 -0.537
H -5.093 -2.468 2.506
H -4.875 -3.667 1.256
H -7.170 -3.254 0.331
H -7.177 -1.778 1.254
Cl 2.749 -2.364 1.788
C 2.318 -1.997 3.466
C 0.906 -2.335 3.922
Cl 0.707 -4.122 4.302
H 2.317 -0.909 3.533
H 3.083 -2.377 4.144
H 0.174 -2.025 3.176
H 0.618 -1.810 4.833
Cl 0.336 1.599 4.119
C -0.045 2.939 3.015
C -1.156 3.843 3.583
Cl -2.719 2.869 3.578
H -0.433 2.482 2.104
H 0.882 3.458 2.769
H -1.291 4.838 3.159
H -0.979 4.117 4.623
Cl -1.266 2.793 -4.398
C -2.002 2.512 -5.936
C -3.476 2.125 -5.755
Cl -4.553 3.513 -5.104
H -1.455 1.779 -6.529
H -1.870 3.457 -6.463
H -3.681 1.246 -5.143
H -3.853 1.923 -6.757
Cl 4.615 -0.663 -2.447
C 5.431 -1.259 -0.972
C 5.755 -0.126 -0.018
Cl 7.091 0.876 -0.809
H 6.381 -1.715 -1.252
H 4.721 -1.997 -0.599
H 6.094 -0.424 0.974
H 4.860 0.458 0.198
Cl 1.329 0.405 -6.282
C 2.455 -0.478 -5.250
C 2.789 -1.816 -5.910
Cl 1.309 -2.850 -5.963
H 2.081 -0.655 -4.242
H 3.333 0.168 -5.277
H 3.517 -2.276 -5.242
H 3.112 -1.699 -6.944
Cl -3.928 0.578 -2.402
C -4.010 2.254 -1.735
C -3.504 2.330 -0.300
Cl -3.315 4.030 0.173
H -5.057 2.555 -1.693
H -3.400 2.863 -2.402
H -2.513 1.900 -0.157
H -4.186 1.921 0.447
Cl -3.951 -5.007 -2.394
C -3.365 -3.580 -3.349
C -1.808 -3.585 -3.374
Cl -1.122 -5.015 -4.179
H -3.679 -2.665 -2.848
H -3.819 -3.662 -4.337
H -1.373 -3.424 -2.387
H -1.459 -2.722 -3.941
Cl -3.882 -0.364 7.138
C -2.419 -0.239 6.160
C -2.709 -0.377 4.692
Cl -3.085 -2.043 4.313
H -1.671 -0.978 6.447
H -2.032 0.717 6.513
H -1.810 -0.102 4.140
H -3.512 0.299 4.398
*
```

Total energy = -9048.72059 Ha
Kohn-Sham gap (spin up / spin down) = 1.43 / 10.29 eV
⟨S²⟩ = 0.75

Atomic partial charges in e from the Löwdin method, atoms 1 to 4: number 1, C, carries -0.13; number 2, C, carries -0.19; number 3, C, carries -0.16; number 4, C, carries -0.28



Entry 2:
A cluster of 4 separate species, C36H67N4O14S in total, computed with ωB97M-V/def2-TZVPD.

Geometry as ORCA input:
```
! RIJCOSX wB97M-V def2-TZVPD def2/J DEFGRID3
* xyz -1 1
C 1.672 -6.137 3.628
C 0.546 -6.303 2.561
O -0.411 -7.004 2.814
O 0.726 -5.566 1.390
C 0.375 -6.320 0.223
C 0.169 -5.294 -0.972
C -1.334 -4.806 -1.051
C -1.322 -3.287 -1.493
C -2.623 -2.482 -1.023
C -2.124 -1.108 -0.466
C -3.190 -0.323 0.388
O -4.505 -0.495 -0.180
C -4.607 0.126 -1.447
C -6.122 -0.081 -1.927
N -6.989 -0.068 -0.730
C -8.266 0.630 -0.948
C -8.726 1.306 0.417
C -9.799 2.456 0.151
O -7.655 1.839 1.172
C -3.265 -1.089 1.802
O -2.685 -2.177 2.002
O -3.913 -0.509 2.748
N -2.820 1.093 0.530
O -3.846 1.860 1.054
C -1.570 1.288 1.261
C -1.144 2.824 1.301
C 0.073 2.914 2.291
C 1.375 2.180 1.806
C 1.909 2.629 0.392
C 2.950 3.819 0.543
C 4.399 3.453 0.056
S 4.448 2.912 -1.708
C 5.883 1.861 -1.968
N 6.204 1.337 -3.161
N 7.305 0.563 -3.041
C 7.668 0.634 -1.761
O 6.822 1.449 -1.056
H 1.165 -6.230 4.621
H 2.433 -6.952 3.566
H 2.150 -5.129 3.601
H -0.613 -6.840 0.329
H 1.178 -7.034 -0.092
H 0.452 -5.797 -1.927
H 0.895 -4.466 -0.788
H -1.846 -5.366 -1.879
H -1.872 -4.871 -0.077
H -0.434 -2.817 -0.987
H -1.128 -3.171 -2.592
H -3.218 -2.326 -1.961
H -3.200 -3.072 -0.276
H -1.237 -1.261 0.202
H -1.796 -0.454 -1.326
H -4.437 1.232 -1.439
H -3.976 -0.338 -2.247
H -6.154 -1.135 -2.336
H -6.422 0.650 -2.712
H -7.136 -1.002 -0.361
H -9.072 -0.117 -1.223
H -8.213 1.373 -1.779
H -9.240 0.546 1.062
H -9.210 3.394 0.007
H -10.532 2.549 0.984
H -10.352 2.188 -0.788
H -7.118 2.453 0.648
H -3.866 2.715 0.596
H -0.695 0.747 0.836
H -1.629 0.981 2.348
H -0.888 3.132 0.260
H -1.992 3.424 1.726
H 0.365 3.972 2.536
H -0.204 2.452 3.278
H 1.282 1.061 1.821
H 2.197 2.412 2.542
H 2.381 1.730 -0.093
H 1.112 2.963 -0.315
H 2.608 4.734 -0.013
H 2.991 4.137 1.616
H 5.013 4.393 0.103
H 4.818 2.708 0.772
H 8.534 0.098 -1.342
O 2.208 6.109 2.624
C 3.190 6.610 3.100
O 4.170 5.829 3.594
C 5.457 6.313 3.991
C 5.441 6.800 5.426
C 3.304 8.107 3.237
H 5.823 7.071 3.296
H 6.137 5.464 3.908
H 4.762 7.645 5.555
H 6.440 7.109 5.738
H 5.093 6.008 6.092
H 2.827 8.419 4.167
H 2.786 8.570 2.398
H 4.328 8.475 3.206
O 0.249 5.002 -2.740
C 0.930 5.420 -3.637
O 2.147 5.934 -3.372
C 3.116 6.266 -4.371
C 2.897 7.669 -4.901
C 0.407 5.462 -5.050
H 3.135 5.517 -5.164
H 4.087 6.216 -3.877
H 1.929 7.765 -5.395
H 3.678 7.935 -5.617
H 2.910 8.391 -4.083
H -0.157 6.384 -5.196
H -0.256 4.611 -5.196
H 1.183 5.380 -5.808
O 2.654 -9.957 -2.531
C 2.295 -10.675 -1.635
O 1.002 -10.700 -1.270
C 0.435 -11.653 -0.365
C 0.593 -11.191 1.068
C 3.295 -11.484 -0.848
H 0.842 -12.653 -0.531
H -0.626 -11.709 -0.612
H 1.644 -11.110 1.352
H 0.103 -11.886 1.752
H 0.159 -10.197 1.195
H 3.702 -10.869 -0.045
H 4.102 -11.779 -1.517
H 2.886 -12.406 -0.436
*
```

Total energy = -3082.33206 Ha
Kohn-Sham gap = 5.19 eV

Atomic partial charges in e from the Löwdin method, atoms 1 to 4: number 1, C, carries 0.00; number 2, C, carries -0.47; number 3, O, carries 0.09; number 4, O, carries -0.03



Entry 3:
A cluster of 3 separate species, C36H69B2ClI2N8O10P2S in total, computed with ωB97M-V/def2-TZVPD.

Geometry as ORCA input:
```
! RIJCOSX wB97M-V def2-TZVPD def2/J DEFGRID3
* xyz 0 1
C -0.556 -5.670 2.977
C -0.927 -4.392 2.207
N -1.008 -4.667 0.760
C 0.014 -4.027 -0.013
C 0.921 -4.845 -0.660
O 0.824 -6.209 -0.567
B -0.118 -6.717 -1.498
O 0.003 -6.495 -2.853
O -1.118 -7.483 -0.975
C 1.966 -4.270 -1.394
C 2.975 -5.210 -2.055
C 4.062 -5.568 -0.978
C 5.494 -5.373 -1.490
Cl 3.815 -7.207 -0.263
C 2.078 -2.894 -1.474
I 3.661 -2.024 -2.588
C 1.161 -2.065 -0.819
C 0.139 -2.649 -0.096
S -1.013 -1.593 0.741
C -1.013 -0.149 -0.313
C 0.156 0.111 -0.999
C 0.203 1.214 -1.822
C -0.874 2.049 -1.970
O -0.757 3.122 -2.827
B -0.237 4.263 -2.218
O -1.024 5.391 -2.059
O 1.089 4.275 -1.769
C -2.031 1.770 -1.251
I -3.630 3.153 -1.515
C -2.144 0.664 -0.420
C -3.452 0.380 0.311
C -4.131 -0.852 -0.360
C -3.274 0.224 1.866
C -3.776 -1.114 2.451
N 1.363 -0.652 -0.914
O 2.178 -0.220 0.175
C 3.131 0.739 -0.313
C 4.501 0.570 0.358
C 5.315 1.855 0.119
O 4.282 0.296 1.740
H 0.471 -5.995 2.757
H -1.204 -6.492 2.651
H -0.629 -5.520 4.060
H -1.939 -4.120 2.544
H -0.254 -3.564 2.461
H -1.934 -4.495 0.388
H -0.448 -5.692 -3.138
H -0.853 -7.697 -0.070
H 2.496 -6.143 -2.355
H 3.467 -4.737 -2.905
H 3.943 -4.873 -0.140
H 5.673 -5.841 -2.463
H 5.793 -4.321 -1.459
H 6.158 -5.881 -0.774
H 1.129 1.425 -2.352
H -0.946 5.680 -1.141
H 1.040 4.444 -0.818
H -4.171 1.189 0.180
H -4.148 -0.642 -1.441
H -5.184 -0.924 -0.068
H -3.578 -1.780 -0.206
H -2.216 0.340 2.140
H -3.818 1.008 2.409
H -3.350 -1.993 1.966
H -4.870 -1.187 2.383
H -3.542 -1.193 3.522
H 3.229 0.712 -1.402
H 2.719 1.735 -0.071
H 5.016 -0.279 -0.113
H 4.717 2.511 -0.532
H 6.233 1.638 -0.438
H 5.507 2.421 1.035
H 4.404 -0.645 1.891
C 5.024 5.768 6.213
N 5.487 4.803 5.239
C 4.670 3.601 5.138
P 6.973 4.824 4.352
O 6.279 4.716 3.007
N 7.540 6.438 4.166
C 7.316 7.530 5.093
C 7.609 6.966 2.808
N 7.870 4.694 5.859
C 9.338 4.638 5.618
C 7.565 3.521 6.702
H 5.768 5.989 6.987
H 4.143 5.406 6.744
H 4.725 6.705 5.733
H 5.054 2.788 5.773
H 4.646 3.228 4.112
H 3.634 3.787 5.423
H 6.335 7.996 4.945
H 8.073 8.308 4.949
H 7.413 7.223 6.132
H 6.620 7.264 2.440
H 8.025 6.233 2.122
H 8.266 7.838 2.769
H 9.617 3.737 5.062
H 9.880 4.644 6.564
H 9.683 5.500 5.053
H 7.632 2.583 6.145
H 6.574 3.596 7.144
H 8.259 3.475 7.541
C -9.073 -2.098 -2.907
N -8.953 -0.743 -3.402
C -9.915 0.197 -2.844
P -7.957 -0.176 -4.693
O -7.277 0.913 -3.890
N -6.561 -1.160 -4.893
C -6.482 -2.569 -4.566
C -5.276 -0.503 -4.700
N -8.802 -1.167 -5.869
C -8.275 -0.950 -7.244
C -10.261 -0.963 -5.965
H -9.259 -2.830 -3.701
H -9.908 -2.196 -2.212
H -8.179 -2.398 -2.352
H -10.807 0.298 -3.480
H -9.475 1.191 -2.739
H -10.245 -0.101 -1.849
H -6.287 -2.730 -3.499
H -5.665 -3.040 -5.123
H -7.377 -3.116 -4.853
H -5.050 -0.354 -3.636
H -5.245 0.463 -5.196
H -4.474 -1.103 -5.138
H -8.452 0.076 -7.583
H -8.752 -1.635 -7.947
H -7.206 -1.140 -7.296
H -10.524 0.088 -6.104
H -10.774 -1.338 -5.081
H -10.664 -1.533 -6.803
*
```

Total energy = -4789.83746 Ha
SMILES string = CCNc1c(OB(O)O)c(C[C@H](C)Cl)c(I)c2c1Sc1c(cc(OB(O)O)c(I)c1[C@@H](C)CC)N2OC[C@@H](C)O.CN(C)P(=O)(N(C)C)N(C)C.CN(C)P(=O)(N(C)C)N(C)C
Kohn-Sham gap = 7.59 eV

Atomic partial charges in e from the Löwdin method, atoms 1 to 4: number 1, C, carries -0.09; number 2, C, carries -0.27; number 3, N, carries 0.01; number 4, C, carries -0.20